1.
154
Properties=species:S:1:pos:R:3:forces:R:3 method="wB97M-V/def2-TZVPD" gap_ev=8.81 homo_energy_ev=-8.08 de_lowest_kj_mol=188.5 total_charge=0 e_lumo_ha=0.0267 smiles=CCN(CC)CC.CCN(CC)CC.CCN(CC)CC.CCN(CC)CC.CCN(CC)CC.CCN(CC)CC.CCN(CC)CC
C 7.6776 1.9931 3.8785 -0.26 0.14 1.30
C 6.3128 1.5708 3.2999 1.19 -0.15 0.43
N 5.4812 2.7318 3.0853 -0.44 0.49 -0.55
C 4.3257 2.4580 2.2489 0.11 -1.52 -0.70
C 4.6919 1.9821 0.8330 -0.35 0.97 -0.40
C 5.1339 3.5121 4.2775 0.34 -0.18 0.04
C 3.8941 3.0256 5.0225 -0.04 1.21 0.35
H 8.5104 1.2880 3.8530 -0.30 -0.28 -0.74
H 7.5965 2.1375 4.9628 -0.12 0.34 -0.09
H 7.9705 2.9443 3.4378 0.14 -0.06 -0.09
H 6.5751 1.0771 2.3645 -0.61 0.11 -0.19
H 5.8207 0.8309 3.9505 0.08 -0.15 -0.02
H 3.6928 1.6290 2.6145 -0.08 0.23 0.59
H 3.6833 3.3327 2.1674 0.14 0.18 0.06
H 5.3158 2.7624 0.3887 0.14 -0.30 -0.25
H 5.1394 0.9984 0.7013 0.33 0.09 0.54
H 3.7736 1.9035 0.2419 -0.04 0.26 0.05
H 5.0400 4.5704 4.0137 -0.31 -0.09 -0.28
H 5.9994 3.5099 4.9396 -0.05 -0.14 0.08
H 3.0033 3.1170 4.4035 0.08 -0.77 -0.25
H 3.6284 3.7507 5.8035 0.47 -0.16 0.28
H 4.0539 2.0573 5.4900 -0.33 -0.17 -0.21
C -3.7324 -1.8315 5.3943 -0.43 0.45 0.93
C -2.8794 -3.0474 5.7872 0.91 1.09 -0.57
N -1.5765 -2.6739 6.3737 -0.39 0.02 0.21
C -0.7041 -1.8591 5.5356 -0.02 -0.45 -0.02
C -0.2324 -2.6215 4.2790 -1.07 0.69 -0.17
C -1.6651 -2.2457 7.7729 -0.43 -1.12 -0.02
C -1.7121 -0.7809 8.1151 0.03 1.21 -0.20
H -4.0369 -1.2661 6.2845 -0.14 -0.38 0.18
H -4.6590 -2.0961 4.8845 0.15 -0.05 -0.23
H -3.2000 -1.0433 4.8610 0.14 -0.47 -0.58
H -3.4011 -3.6997 6.4818 -0.05 0.00 0.07
H -2.6538 -3.6334 4.8977 -0.21 -0.13 -0.07
H -1.1661 -0.9162 5.2147 -0.09 0.09 0.09
H 0.1421 -1.5642 6.1577 0.10 -0.10 -0.07
H -0.4976 -2.0211 3.4049 0.68 0.19 -0.05
H 0.8238 -2.8653 4.3011 -0.03 -0.20 -0.13
H -0.8788 -3.4786 4.1001 0.48 -0.47 0.37
H -0.8462 -2.7328 8.3154 0.12 0.27 0.05
H -2.5674 -2.7366 8.1505 0.04 0.11 0.16
H -0.7667 -0.2875 7.8708 -0.01 -0.06 0.20
H -1.9349 -0.5983 9.1681 0.28 -0.29 0.11
H -2.4739 -0.1859 7.5995 -0.08 -0.40 -0.26
C 0.8721 1.5342 6.1675 0.35 0.77 0.26
C -0.3583 2.4038 6.3233 -0.13 0.59 -0.36
N -0.6656 3.1385 5.0921 -0.01 0.89 -0.14
C 0.2791 4.2617 4.8589 -0.29 -0.55 -0.97
C 0.7275 4.2210 3.3958 0.46 0.21 -0.06
C -2.0170 3.6924 5.1242 -0.84 -1.23 0.32
C -3.1047 2.6150 4.9750 0.19 -0.12 -0.22
H 0.8943 1.1279 5.1561 -0.08 -0.56 0.24
H 0.9044 0.8269 6.9955 0.04 -0.43 -0.38
H 1.7804 2.1306 6.2749 -0.04 0.03 -0.07
H -1.2159 1.7786 6.5680 0.01 0.09 0.08
H -0.2058 3.1522 7.1168 -0.13 -0.29 0.35
H -0.2132 5.2182 5.0536 0.06 0.05 0.26
H 1.1574 4.1896 5.5016 -0.08 -0.10 0.08
H -0.0332 4.4747 2.6552 -0.33 -0.04 0.32
H 1.5457 4.9270 3.2138 0.06 -0.12 0.07
H 1.0601 3.2086 3.1621 0.14 0.04 -0.04
H -2.2446 4.3770 4.3064 0.71 0.15 -0.11
H -2.1954 4.2467 6.0590 0.06 0.08 0.06
H -4.0614 3.1195 5.1178 -0.16 -0.33 -0.04
H -3.0320 1.7433 5.6285 0.01 0.37 0.46
H -3.0636 2.1503 3.9860 -0.06 0.39 -0.17
C -6.3764 -2.5455 -4.8162 -0.58 -0.30 0.97
C -5.0325 -2.1199 -5.3919 -0.91 0.39 -0.22
N -4.3124 -1.1946 -4.5185 -0.07 -1.03 0.25
C -5.0860 0.0051 -4.2347 0.67 0.33 0.02
C -4.4760 0.8933 -3.1591 0.16 0.21 0.29
C -3.0095 -0.8983 -5.0430 1.66 1.55 0.31
C -1.8833 -1.9237 -4.8720 -0.47 0.05 0.35
H -6.7978 -3.4774 -5.1987 0.48 -0.06 -0.31
H -7.2048 -1.8418 -4.9164 0.31 0.33 -0.18
H -6.2587 -2.7009 -3.7377 0.03 -0.05 -0.04
H -4.4535 -3.0225 -5.5784 0.32 0.17 0.04
H -5.2389 -1.6175 -6.3524 0.26 -0.16 -0.22
H -6.0603 -0.2811 -3.8527 -0.17 -0.11 -0.40
H -5.1562 0.6132 -5.1533 -0.52 -0.05 -0.05
H -4.1076 0.3027 -2.3170 -0.04 -0.05 -0.04
H -5.2390 1.5751 -2.7786 -0.03 -0.03 -0.01
H -3.6595 1.5276 -3.5091 0.02 -0.12 -0.08
H -3.0217 -0.5242 -6.0826 -0.27 -0.24 -0.15
H -2.6138 -0.0405 -4.4863 -0.35 0.11 0.00
H -1.8641 -2.2264 -3.8202 -0.52 -0.81 -0.24
H -1.9974 -2.6976 -5.6285 0.30 -0.52 0.49
H -0.8769 -1.5003 -4.9210 -0.20 0.41 -0.78
C 0.4076 0.2702 -2.2034 -0.38 -0.34 -0.91
C -0.3588 -0.1958 -0.9695 0.55 0.19 -0.21
N 0.4856 -0.1748 0.2296 -1.00 0.10 -0.13
C -0.3097 0.0915 1.4405 1.10 1.01 -0.87
C -1.0870 1.4159 1.3815 -0.09 0.31 1.03
C 1.2609 -1.4156 0.3084 -0.31 -0.05 -0.32
C 2.5425 -1.2424 1.0920 0.27 0.91 0.05
H 0.4541 1.3380 -2.4256 -0.17 0.14 0.66
H -0.1411 -0.1523 -3.0554 0.35 -0.02 -0.18
H 1.4388 -0.0824 -2.2338 -0.06 -0.23 0.06
H -1.2463 0.4281 -0.8755 0.07 0.07 0.34
H -0.7304 -1.2137 -1.1647 -0.04 -0.04 0.07
H -0.9897 -0.7346 1.6764 0.05 -0.08 0.20
H 0.4541 0.2549 2.2035 -0.30 -0.56 0.41
H -0.9924 1.8376 2.3898 -0.51 -0.08 0.06
H -0.6963 2.2430 0.7859 0.34 -0.54 -0.52
H -2.1468 1.2969 1.1592 0.01 -0.03 -0.08
H 1.4451 -1.7106 -0.7267 0.42 0.02 0.04
H 0.6507 -2.2458 0.6985 -0.07 0.04 0.25
H 3.2375 -2.0787 1.0527 -0.27 -0.26 0.11
H 2.3282 -0.9554 2.1243 0.03 -0.40 0.11
H 3.0842 -0.3746 0.7019 -0.06 -0.11 -0.18
C 0.7261 -4.9020 -4.9243 -0.85 0.66 1.32
C 1.3663 -5.7951 -3.8798 0.87 -1.15 -0.83
N 2.8230 -5.9696 -4.0660 -0.02 0.38 0.36
C 3.4839 -4.6558 -4.0777 -0.07 0.03 0.69
C 3.3103 -3.7810 -2.8203 -0.27 0.83 -0.42
C 3.3591 -6.7976 -2.9491 -0.40 0.82 -0.85
C 2.9146 -8.2383 -3.0361 -1.16 -1.05 -0.01
H 0.8063 -3.8883 -4.5160 0.21 0.23 -0.70
H -0.3516 -5.0815 -4.8708 0.01 -0.12 -0.33
H 1.0668 -4.9734 -5.9512 0.24 -0.15 0.07
H 1.1404 -5.4230 -2.8735 -0.11 0.05 0.07
H 0.9620 -6.8048 -3.9639 -0.24 0.13 0.14
H 4.5611 -4.8247 -4.1292 -0.01 -0.06 -0.49
H 3.1439 -4.0855 -4.9404 0.15 -0.16 -0.16
H 3.7154 -2.7828 -3.0271 0.66 -0.31 0.06
H 2.2919 -3.4615 -2.5732 -0.19 -0.79 0.10
H 3.8136 -4.2374 -1.9726 -0.11 0.26 0.23
H 3.0132 -6.2859 -2.0459 0.17 -0.50 0.49
H 4.4469 -6.7429 -2.9897 0.03 0.10 0.07
H 3.6420 -8.9489 -3.4260 0.34 0.26 0.16
H 2.0470 -8.3948 -3.6864 0.20 0.43 -0.23
H 2.5043 -8.6417 -2.1057 0.53 0.14 0.26
C -2.7055 5.5478 -7.0018 1.10 -0.46 0.18
C -2.4227 4.4258 -5.9883 -0.50 0.33 0.01
N -1.5501 3.3961 -6.5303 0.18 -0.90 0.61
C -0.8311 2.7061 -5.4575 1.50 -1.08 -0.75
C 0.4287 3.4941 -5.1039 -1.18 1.49 1.45
C -2.2476 2.4866 -7.4242 0.71 0.59 -1.02
C -1.2737 1.6142 -8.2297 -0.81 -0.96 0.12
H -2.7847 5.1119 -7.9960 -0.54 0.26 -0.06
H -1.8021 6.1620 -7.0421 -0.08 0.11 -0.04
H -3.5320 6.1912 -6.7157 -0.23 -0.16 -0.16
H -1.9570 4.9018 -5.1231 0.13 -0.27 0.08
H -3.3524 3.9626 -5.6216 -0.12 0.09 0.00
H -1.4295 2.2588 -4.6498 -0.37 1.06 0.41
H -0.3324 1.7715 -5.7514 -0.74 -0.05 -1.05
H 0.2409 4.5504 -5.3207 0.19 -0.04 -0.32
H 0.5398 3.5382 -4.0152 0.66 -0.49 -0.09
H 1.3095 3.1754 -5.6489 0.05 -0.11 0.16
H -2.7618 3.1346 -8.1378 -0.24 -0.20 0.03
H -3.0039 1.8415 -6.9542 0.00 0.07 0.27
H -0.3835 2.0936 -8.6275 -0.05 0.35 0.25
H -1.8166 1.1774 -9.0739 0.00 0.16 -0.07
H -0.9951 0.7353 -7.6427 0.34 0.14 0.05

---

2.
168
Properties=species:S:1:pos:R:3:forces:R:3 method="wB97M-V/def2-TZVPD" gap_ev=8.72 homo_energy_ev=-8.03 de_lowest_kj_mol=613.6 total_charge=0 e_lumo_ha=0.0254 smiles=COCCNCCOC.COCCNCCOC.COCCNCCOC.COCCNCCOC.COCCNCCOC.COCCNCCOC.COCCNCCOC
C 7.9579 -4.4068 -25.4483 -2.63 -1.12 0.92
O 9.2502 -4.5264 -25.1070 3.07 1.25 -0.35
C 9.8600 -5.7517 -25.2792 0.67 -1.99 0.94
C 9.4183 -6.7556 -24.1057 1.21 0.29 -0.81
N 10.0032 -6.4409 -22.8239 -1.50 1.06 1.50
C 11.3767 -6.8046 -22.4217 -1.18 0.08 -1.03
C 11.8834 -6.1622 -21.1265 -0.39 1.05 -0.77
O 12.1928 -4.7661 -21.3204 0.25 -0.79 -0.31
C 12.7176 -4.1979 -20.1250 -0.75 -0.42 -0.71
H 7.4615 -4.7870 -24.5555 -1.28 0.48 0.10
H 7.6202 -5.1124 -26.2073 0.22 0.20 -0.70
H 7.6481 -3.3828 -25.6568 0.25 -0.07 -0.07
H 10.9327 -5.5598 -25.2564 0.11 -0.04 0.38
H 9.7161 -6.1936 -26.2652 -0.63 -0.01 -0.27
H 9.6079 -7.8203 -24.2415 0.25 -0.01 -0.85
H 8.3307 -6.6843 -24.0907 -0.07 0.06 0.49
H 9.7043 -5.5049 -22.5900 0.56 0.14 0.38
H 11.9367 -6.6013 -23.3345 1.22 -0.10 0.46
H 11.3250 -7.8778 -22.2382 0.41 -0.19 -0.07
H 12.7436 -6.6790 -20.7008 0.30 -0.18 -0.37
H 11.1043 -6.2462 -20.3689 -0.35 0.00 0.11
H 13.6571 -4.6712 -19.8397 0.09 -0.10 0.12
H 11.9358 -4.3878 -19.3895 0.31 0.46 0.69
H 12.8880 -3.1376 -20.3116 -0.15 -0.08 0.15
C 10.6551 5.2443 -24.7498 0.83 0.03 0.85
O 10.1831 3.9360 -24.7061 -0.21 -1.29 -0.40
C 10.8577 3.1035 -23.7186 -1.19 1.01 -0.03
C 10.4335 3.4467 -22.2287 0.93 -1.31 -1.08
N 10.5335 2.2706 -21.3543 0.53 1.37 0.18
C 10.1069 2.5837 -19.9989 -0.76 -1.77 -0.64
C 8.6303 3.0112 -19.8996 0.60 0.52 0.80
O 8.0557 2.3603 -18.7784 -0.27 0.50 -0.47
C 6.7917 2.8973 -18.3802 0.95 -0.08 0.72
H 11.7410 5.2132 -24.8383 0.47 0.16 0.63
H 10.3002 5.6597 -23.8066 0.45 1.07 -0.12
H 10.4240 5.8614 -25.6180 -1.09 -0.51 -0.05
H 11.9312 3.1971 -23.8825 0.15 -0.10 0.21
H 10.5257 2.1100 -24.0200 0.16 -0.15 0.45
H 9.4631 3.9422 -22.2569 -0.39 -0.09 -0.06
H 11.1379 4.1389 -21.7674 0.04 0.36 -0.25
H 10.1274 1.3803 -21.6046 -0.27 0.20 -0.83
H 10.7390 3.2830 -19.4517 0.20 0.07 -0.32
H 10.2059 1.5952 -19.5503 -0.18 0.19 0.80
H 8.0300 2.8849 -20.8006 0.12 -0.49 -0.28
H 8.6713 4.0887 -19.7403 -0.46 0.39 0.23
H 6.6550 3.9472 -18.6393 0.02 0.00 -0.57
H 6.8793 2.9268 -17.2941 -0.60 -0.35 0.16
H 5.9682 2.2743 -18.7292 -0.09 0.11 0.02
C -0.0572 6.5521 -16.4088 -0.34 -1.34 0.26
O 0.8638 5.8720 -17.2311 -0.38 0.16 -2.11
C 0.5287 6.0085 -18.6714 2.40 0.62 1.06
C 1.8121 5.6548 -19.4800 0.00 1.25 -1.30
N 1.9603 4.3824 -20.1117 -0.54 -1.47 0.49
C 0.8338 3.9260 -20.9256 -0.45 -0.15 -1.20
C 1.2201 2.7659 -21.9418 -0.41 1.60 1.66
O 0.1462 2.3484 -22.7338 -0.13 0.10 -0.77
C 0.5738 1.2330 -23.5342 -0.88 0.20 1.22
H -0.8643 5.8457 -16.2149 -0.40 0.06 0.34
H -0.5339 7.4209 -16.8628 0.48 0.36 -0.01
H 0.4590 6.7339 -15.4662 -0.17 0.43 -0.08
H 0.3783 7.0771 -18.8255 -0.29 0.11 -0.05
H -0.3554 5.4816 -19.0304 -0.03 -0.35 0.44
H 2.7719 5.8528 -19.0028 -0.40 -0.11 1.09
H 1.9604 6.3562 -20.3011 -0.83 0.60 -0.21
H 2.1187 3.7635 -19.3294 0.12 -0.83 -0.60
H 0.4548 4.7823 -21.4835 0.47 0.28 -0.56
H -0.1041 3.6737 -20.4310 0.12 -0.68 0.77
H 1.5070 1.9183 -21.3194 0.73 -0.04 -0.08
H 2.0021 3.2036 -22.5623 0.51 -0.46 -0.02
H 0.7695 0.4385 -22.8142 0.44 -0.42 -0.13
H 1.4638 1.4528 -24.1240 -0.12 0.05 -0.22
H -0.2904 0.8979 -24.1079 0.22 0.28 -0.32
C 5.1066 3.3446 -12.3106 -2.18 0.87 -0.54
O 3.6394 3.1285 -12.5030 1.65 -0.94 -1.18
C 3.5371 1.8647 -13.2939 -0.57 -0.05 2.79
C 2.0619 1.5192 -13.7363 3.15 1.59 -0.16
N 1.8560 2.2402 -14.9873 -1.52 -1.22 -1.11
C 2.4330 1.6069 -16.2046 -1.12 1.10 0.63
C 1.6824 2.2185 -17.4174 0.50 -2.15 -0.15
O 2.3023 1.8713 -18.7184 -0.25 -0.89 1.28
C 2.3847 0.4262 -19.0693 -0.17 1.49 -0.13
H 5.5320 2.4640 -11.8293 0.33 0.06 -0.42
H 5.3113 4.2438 -11.7296 -0.62 -0.21 0.61
H 5.4594 3.6823 -13.2851 0.65 -0.94 -0.21
H 3.9040 1.1267 -12.5806 -0.26 -0.51 0.31
H 4.3012 1.7509 -14.0629 -0.33 0.77 -0.67
H 1.3580 1.7906 -12.9496 0.01 0.08 -0.13
H 2.1019 0.4350 -13.8413 -0.54 0.04 -0.46
H 2.1444 3.2080 -14.9714 0.04 -0.02 0.50
H 2.1678 0.5498 -16.2205 0.52 -0.12 0.35
H 3.5035 1.8065 -16.1568 0.27 -0.44 -0.85
H 1.4782 3.2675 -17.2026 0.65 0.38 -0.98
H 0.6956 1.7558 -17.4302 -0.19 -0.06 0.14
H 2.6452 0.4823 -20.1262 0.09 -0.22 0.20
H 1.4641 -0.1520 -18.9896 -0.54 0.54 0.18
H 3.1232 -0.1809 -18.5457 0.39 0.59 0.30
C 6.6927 4.0377 -23.6495 1.23 0.34 0.97
O 6.0577 4.7701 -24.6177 -2.36 0.14 -2.60
C 4.6412 5.0898 -24.3420 1.19 -0.19 -0.28
C 3.7816 5.6231 -25.5413 2.08 -1.18 -0.13
N 3.2485 4.5907 -26.4141 -0.47 -0.54 -0.70
C 4.0061 3.3312 -26.6469 -1.65 0.18 -0.90
C 3.2133 2.4137 -27.6768 -1.20 1.38 1.69
O 2.1507 1.7698 -26.8960 1.23 1.44 0.42
C 1.4727 0.7762 -27.5406 -0.03 -1.35 -1.77
H 6.9369 4.7914 -22.9009 0.15 -0.52 1.08
H 7.6456 3.6483 -24.0079 0.13 0.33 -0.51
H 6.2282 3.1390 -23.2440 -0.89 0.36 0.10
H 4.7278 5.8478 -23.5635 -0.61 -0.01 0.28
H 4.1760 4.1642 -24.0031 -0.18 0.11 0.51
H 4.4368 6.1554 -26.2308 0.27 0.92 0.61
H 3.0396 6.2753 -25.0806 -0.23 -0.14 -0.46
H 2.2434 4.5143 -26.4776 0.25 -0.29 0.33
H 4.0945 2.8857 -25.6561 0.51 -0.88 -0.39
H 4.9694 3.5102 -27.1246 0.19 0.34 0.41
H 3.7872 1.8085 -28.3785 0.41 -0.93 0.91
H 2.7243 3.0713 -28.3955 -0.26 0.47 0.07
H 1.1333 1.0492 -28.5398 0.07 0.42 -0.40
H 0.5498 0.4056 -27.0945 0.30 0.35 0.90
H 2.1656 -0.0515 -27.6913 -0.15 -0.57 -0.04
C 19.5794 2.6403 -29.7968 -0.45 0.41 -0.58
O 19.4751 1.4569 -29.0413 -0.12 0.52 0.04
C 19.2962 1.7546 -27.6621 1.80 0.02 -0.30
C 17.9867 2.3729 -27.3065 -1.97 -1.34 -1.01
N 17.9147 2.6650 -25.9093 0.14 0.02 0.79
C 16.5891 2.6333 -25.2111 2.39 -1.38 -1.39
C 16.3470 1.1341 -24.9292 -2.55 0.22 -0.36
O 16.0201 0.3285 -26.1325 1.30 0.62 0.95
C 16.5199 -1.0057 -25.9916 1.19 1.45 0.58
H 18.6214 3.1019 -30.0361 -0.48 -0.05 0.39
H 19.9706 2.4593 -30.7979 0.56 -0.40 0.29
H 20.1499 3.4002 -29.2628 0.38 0.00 -0.08
H 20.1268 2.3529 -27.2875 0.37 0.57 -0.23
H 19.5006 0.8076 -27.1626 -0.80 -0.11 0.23
H 17.3342 1.5786 -27.6692 -0.68 -0.20 0.91
H 17.5479 3.1836 -27.8881 0.99 0.64 -0.57
H 18.4566 3.5114 -25.8095 -0.37 0.24 0.65
H 15.8242 3.0931 -25.8369 -0.38 -0.07 0.19
H 16.7432 3.1714 -24.2759 -0.38 -0.11 0.03
H 15.4135 1.0730 -24.3697 -0.17 0.09 0.45
H 17.0939 0.7093 -24.2585 0.48 -0.07 -0.64
H 17.5362 -0.9473 -25.6019 0.31 0.10 0.34
H 16.7408 -1.4379 -26.9676 -1.21 -0.39 0.02
H 15.9610 -1.4994 -25.1967 -0.36 -0.80 -0.65
C 12.9900 -0.5960 -24.1171 -0.16 -0.38 1.07
O 11.6135 -0.5745 -23.6601 0.74 0.53 -1.47
C 11.1963 -1.7746 -23.0596 -0.92 -0.77 -0.53
C 9.6065 -1.9771 -23.1155 2.07 0.60 0.24
N 8.9489 -0.6734 -22.8853 0.43 -1.88 0.40
C 7.4848 -0.8268 -22.9386 1.60 1.16 -0.85
C 6.9083 0.5217 -22.6002 -1.59 -1.34 -0.44
O 5.5179 0.0880 -22.4378 0.95 -0.12 0.26
C 4.5138 1.0286 -22.2254 1.07 1.01 0.33
H 13.3460 -1.4621 -24.6749 -0.96 -0.50 -0.46
H 13.6229 -0.6832 -23.2340 0.23 0.61 0.29
H 13.2645 0.2623 -24.7303 -0.53 0.23 0.36
H 11.5792 -1.8266 -22.0404 -0.25 0.11 0.34
H 11.6727 -2.5924 -23.6002 -0.15 -0.41 0.00
H 9.4232 -2.7603 -22.3799 -0.40 0.31 0.43
H 9.2820 -2.4118 -24.0609 0.32 0.07 -0.27
H 9.3223 -0.1882 -23.6886 -0.44 0.81 -0.11
H 7.1393 -1.5439 -22.1940 0.16 0.01 -0.09
H 7.1526 -1.0985 -23.9406 -0.20 -0.46 -0.05
H 6.9825 1.2721 -23.3873 0.00 -0.19 -0.30
H 7.5318 0.8718 -21.7776 -0.96 0.30 0.90
H 4.8643 1.6630 -21.4114 -0.62 0.26 0.51
H 3.5793 0.5212 -21.9859 0.15 0.09 -0.18
H 4.4286 1.7063 -23.0748 -0.47 -0.05 -0.37